Entry 1:
A cluster of 2 separate species, C4H6BrN3 in total, computed with ωB97M-V with the def2-TZVPD basis set.

XYZ file:
```
14
Properties=species:S:1:pos:R:3
C -1.2812 2.2404 -0.7019
C 0.2665 0.8934 -0.8272
C -0.2761 -0.4886 1.1995
C 1.7902 -0.3174 -1.5034
N -0.2138 1.9212 -1.4667
N -1.4572 1.4525 0.3350
N -0.4497 0.5692 0.2486
Br 3.2014 -0.1777 -0.2518
H -1.9319 3.0564 -0.9331
H 0.6639 -0.3673 1.7399
H -1.1090 -0.4412 1.8982
H -0.2768 -1.4564 0.6959
H 2.0231 0.1341 -2.4536
H 1.3390 -1.2951 -1.5154
```

Calculated values
Charge = 0
E_tot = -2894.2239 Eh
Orbital gap = 10.45 eV
Lowest unoccupied orbital energy = 0.648 eV

Results of the natural (NBO) charge analysis, in e, for atoms 1 through 6: 0.131, 0.417, -0.409, -0.455, -0.525, -0.289

---

Entry 2:
A structure of composition C34H31FMoN4O6, computed with ωB97M-V with the def2-TZVPD basis set.

XYZ file:
```
77
Properties=species:S:1:pos:R:3
Mo -0.6631 -1.6869 -2.0260
C 2.1493 -1.5764 5.2527
C 3.0734 -1.7675 4.0627
N 2.4201 -1.4148 2.7856
C 1.9018 -2.3930 2.0427
C 1.2110 -2.1857 0.8705
C 0.6603 -3.3858 0.1600
O 0.9301 -4.5062 0.4846
O -0.1998 -3.0825 -0.8077
C 1.0544 -0.8743 0.3820
O 0.5104 -0.5987 -0.7406
C 1.6172 0.1935 1.1773
C 1.4930 1.5287 0.7627
C 1.9976 2.5278 1.5349
F 1.8059 3.8031 1.1597
C 2.6797 2.2759 2.7457
C 2.8082 0.9608 3.1478
C 2.2763 -0.0913 2.3835
N 3.2036 3.3079 3.5430
C 2.7758 3.4298 4.9229
C 3.9233 3.9185 5.7886
N 4.4203 5.2269 5.2325
C 4.8151 5.1022 3.7823
C 3.6373 4.5714 2.9813
H 2.6664 -1.8675 6.1659
H 1.2615 -2.2003 5.1547
H 1.8234 -0.5412 5.3557
H 3.3760 -2.8089 3.9746
H 3.9901 -1.1860 4.1482
H 2.0353 -3.4073 2.3983
H 0.9642 1.7612 -0.1508
H 3.3502 0.7568 4.0581
H 2.4289 2.4732 5.3067
H 1.9326 4.1342 5.0101
H 4.7664 3.2301 5.7592
H 3.6178 4.0872 6.8196
H 5.2106 5.5665 5.7838
H 3.6823 5.9314 5.3194
H 5.6610 4.4177 3.7483
H 5.1243 6.0879 3.4397
H 3.9679 4.4397 1.9538
H 2.8308 5.3186 2.9710
C -4.6135 0.2099 -7.3754
O -3.2617 0.4830 -7.7473
C -2.2872 0.1844 -6.8998
C -0.9804 0.4754 -7.3652
C 0.0897 0.1951 -6.5793
C -0.0668 -0.3732 -5.2842
C 1.0263 -0.6831 -4.4494
C 2.4616 -0.5167 -4.8354
O 0.8523 -1.1210 -3.2700
C -1.3859 -0.6537 -4.8407
O -1.6225 -1.2264 -3.6673
C -2.4858 -0.3821 -5.6469
H -5.2178 0.5333 -8.2157
H -4.8851 0.7756 -6.4833
H -4.7545 -0.8583 -7.2071
H -0.8689 0.9104 -8.3473
H 1.0780 0.4180 -6.9518
H 2.6108 -0.1520 -5.8436
H 2.9570 -1.4822 -4.7278
H 2.9313 0.1680 -4.1287
H -3.4648 -0.6339 -5.2706
N -9.8492 -4.3473 0.9772
C -8.8051 -4.0380 0.6132
C -7.4976 -3.6479 0.1622
C -7.3571 -2.5324 -0.6609
C -6.0994 -2.1561 -1.0912
C -4.9769 -2.8891 -0.6994
C -5.1277 -4.0060 0.1272
C -6.3835 -4.3870 0.5555
C -3.6739 -2.5006 -1.1326
C -2.5617 -2.1636 -1.4958
H -8.2320 -1.9699 -0.9539
H -5.9751 -1.2906 -1.7268
H -4.2532 -4.5678 0.4247
H -6.5106 -5.2506 1.1926
```

Calculated values
Charge = +2
Spin multiplicity = 3
E_tot = -2152.2206 Eh
Orbital gap (spin up / spin down) = 6.15 / 6.47 eV
Lowest unoccupied orbital energy (spin up / spin down) = -5.711 / -5.731 eV
Expectation value of S² = 2.02

Results of the Mulliken charge analysis, in e, for atoms 1 through 6: 1.306, -0.934, -0.981, 0.158, -0.130, -0.468

---

Entry 3:
An isolated molecule of C3H4O, computed with ωB97M-V with the def2-TZVPD basis set.

XYZ file:
```
8
Properties=species:S:1:pos:R:3
C -0.6422 -0.8945 0.5468
C 0.0393 -0.2676 -0.4260
C 0.5880 1.0843 -0.2666
O 0.5683 1.6953 0.8017
H -1.0069 -1.8850 0.3593
H -0.8005 -0.4563 1.5249
H 0.2456 -0.8226 -1.3356
H 1.0083 1.5465 -1.2045
```

Calculated values
Structure (SMILES) = C=CC=O
Charge = 0
E_tot = -191.9060 Eh
Orbital gap = 10.01 eV
Lowest unoccupied orbital energy = -0.088 eV

Results of the natural (NBO) charge analysis, in e, for atoms 1 through 6: -0.265, -0.338, 0.383, -0.518, 0.198, 0.215

---

Entry 4:
A structure of composition C7H20GeORhS4SbSi, computed with ωB97M-V with the def2-TZVPD basis set.

XYZ file:
```
36
Properties=species:S:1:pos:R:3
Rh 1.2564 -1.5058 0.5803
S 5.6836 0.0040 2.0685
Sb 4.1461 -1.6124 2.5442
S 3.1718 -2.6724 0.5767
S 1.8491 -0.7670 2.6118
S 4.7023 -3.0540 4.2124
C -2.7700 -1.3129 -2.1940
Si -2.1974 -1.5867 -0.4064
C -3.2076 -3.0669 0.2067
C -2.8103 -0.1060 0.5925
O -0.6359 -1.8610 -0.2821
H -3.8553 -1.1859 -2.2605
H -2.4894 -2.1703 -2.8122
H -2.2981 -0.4272 -2.6258
H -4.2864 -2.9010 0.1227
H -2.9739 -3.2677 1.2558
H -2.9543 -3.9640 -0.3649
H -3.9004 -0.0181 0.5360
H -2.3768 0.8299 0.2312
H -2.5301 -0.2129 1.6438
C -0.1541 1.6935 -1.7475
Ge 1.1871 1.6903 -0.3053
C 2.4192 3.1908 -0.6852
C 0.2758 2.1541 1.3660
C 2.1804 0.0251 -0.3259
H -0.7172 2.6296 -1.7735
H -0.8451 0.8657 -1.5949
H 0.3317 1.5506 -2.7152
H 1.8972 4.1506 -0.6977
H 2.9028 3.0452 -1.6538
H 3.1973 3.2235 0.0793
H -0.2261 3.1203 1.2668
H 0.9969 2.2003 2.1821
H -0.4601 1.3913 1.6206
H 3.1630 0.1978 0.1202
H 2.3278 -0.2702 -1.3728
```

Calculated values
Charge = -2
E_tot = -4664.0965 Eh
Orbital gap = 6.51 eV
Lowest unoccupied orbital energy = 4.847 eV

Results of the natural (NBO) charge analysis, in e, for atoms 1 through 6: 0.637, -0.911, 1.365, -0.560, -0.558, -0.904